P:
Here is a cluster of 3 separate species, C3H13NO3 in total from the Open Molecules 2025 dataset. Energies are from the ωB97M-V functional and the def2-TZVPD basis.

Calculated values
- Total charge: 0
- SMILES string: C[C@H](O)CN.O.O
- Molecular weight: 111.1 u
- Highest occupied orbital energy: -0.353 Ha

```
20
C3H13NO3 the ωB97M-V functional and the def2-TZVPD basis
C 2.10780 0.53288 0.24127
C 0.54061 0.52630 0.20087
O 0.10302 -0.38411 1.20400
C 0.05588 0.15372 -1.15869
N -1.36610 0.45232 -1.36717
H 2.45418 0.72735 1.24929
H 2.36382 -0.44080 -0.21981
H 2.37838 1.27888 -0.50178
H 0.15251 1.53207 0.52480
H -0.84271 -0.57175 1.15331
H 0.77773 0.56430 -1.87247
H 0.17296 -0.91761 -1.34767
H -1.71495 -0.07198 -2.15361
H -1.55857 1.43786 -1.47175
O 0.73359 -2.87822 0.00766
H 0.94985 -2.28670 0.74053
H 0.17998 -3.60443 0.27576
O -2.61277 1.21513 1.80710
H -1.67786 1.38414 1.61969
H -3.19736 1.35066 1.06869
```

Results of the Mulliken charge analysis, in e, for atoms 1 through 6: atom 1 (C): -1.413, atom 2 (C): 0.408, atom 3 (O): -0.635, atom 4 (C): -0.641, atom 5 (N): -0.454, atom 6 (H): 0.347

***

Q:
Here is a cluster of 3 separate species, C3H13NO3 in total from the Open Molecules 2025 dataset. Energies are from the ωB97M-V functional and the def2-TZVPD basis.

Calculated values
- Total charge: 0
- SMILES string: CNCCO.O.O
- Molecular weight: 111.1 u
- Highest occupied orbital energy: -0.341 Ha

```
20
C3H13NO3 the ωB97M-V functional and the def2-TZVPD basis
C -0.55022 0.37520 -0.41630
N 0.30538 -0.40976 0.44214
C 0.04236 -1.85609 0.39818
C 0.24526 -2.41073 1.81497
O -0.80766 -1.97842 2.70117
H -0.16856 1.39111 -0.35386
H -1.62612 0.42501 -0.23468
H -0.27164 0.12167 -1.42056
H 0.21784 -0.12130 1.40356
H -1.00876 -1.97489 0.11338
H 0.74154 -2.38545 -0.25296
H 0.22129 -3.49393 1.88358
H 1.17374 -1.96273 2.16858
H -1.65316 -1.95923 2.24642
O 2.01410 -0.23489 -2.30977
H 1.72409 -1.05429 -2.71187
H 1.94239 -0.22556 -1.34582
O -0.54066 5.71531 -1.53396
H -1.18078 6.28528 -1.97955
H -0.82042 5.75369 -0.61266
```

Results of the Mulliken charge analysis, in e, for atoms 1 through 6: atom 1 (C): -1.029, atom 2 (N): -0.379, atom 3 (C): -0.270, atom 4 (C): -0.699, atom 5 (O): -0.505, atom 6 (H): 0.385

***

Q: Which of them is the most stable? A: P.